Entry 1:
Molecular formula: C24H33N3O6
Method: DFT, ωB97M-V/def2-TZVPD

Strongest force on any atom = 1.46 eV/Å
Orbital gap = 9.04 eV
HOMO level = -0.349 hartree
Total energy = -1550.03593 Ha

Each line ends with the natural charge from an NBO analysis.
Cartesian coordinates (Å):
C 2.23 4.01 -2.01  -0.632
C 2.18 3.61 -0.57  -0.014
C 2.99 2.58 -0.12  -0.150
C 3.00 2.18 1.21  -0.094
C 3.86 1.06 1.71  0.656
O 4.43 1.10 2.77  -0.601
N 3.93 0.01 0.84  -0.615
C 4.38 -1.29 1.31  -0.322
C 3.08 -2.08 1.42  0.794
O 2.35 -2.08 2.37  -0.583
O 2.79 -2.65 0.24  -0.501
C 1.41 -2.94 0.05  -0.177
C 0.72 -1.59 -0.26  0.687
O 1.43 -0.61 -0.45  -0.680
N -0.62 -1.56 -0.31  -0.433
C -1.46 -2.73 -0.11  -0.015
C -2.24 -2.65 1.21  -0.419
C -3.02 -3.94 1.43  -0.396
C -3.97 -4.21 0.26  -0.398
C -3.19 -4.27 -1.06  -0.397
C -2.42 -2.97 -1.29  -0.405
C -1.29 -0.27 -0.53  -0.026
C -1.01 0.27 -1.94  -0.410
C -1.84 1.53 -2.17  -0.397
C -1.50 2.58 -1.12  -0.401
C -1.75 2.04 0.29  -0.401
C -0.92 0.78 0.52  -0.418
C 2.17 2.82 2.13  -0.185
C 1.34 3.83 1.70  -0.185
C 1.33 4.22 0.37  0.068
N 0.41 5.27 0.01  0.515
O 0.62 5.91 -1.00  -0.376
O -0.53 5.46 0.76  -0.385
H 2.79 3.27 -2.58  0.212
H 2.72 4.98 -2.11  0.242
H 1.24 4.11 -2.44  0.236
H 3.64 2.08 -0.82  0.217
H 3.24 -0.03 0.09  0.438
H 4.85 -1.16 2.28  0.257
H 5.05 -1.75 0.58  0.216
H 1.36 -3.62 -0.80  0.216
H 1.01 -3.39 0.96  0.222
H -0.81 -3.61 -0.06  0.202
H -2.93 -1.81 1.18  0.201
H -1.54 -2.49 2.03  0.221
H -3.59 -3.87 2.35  0.215
H -2.33 -4.78 1.52  0.194
H -4.50 -5.14 0.41  0.212
H -4.70 -3.40 0.20  0.195
H -3.87 -4.44 -1.89  0.214
H -2.49 -5.11 -1.02  0.194
H -3.13 -2.15 -1.38  0.200
H -1.84 -3.04 -2.21  0.213
H -2.36 -0.46 -0.45  0.201
H 0.05 0.50 -2.03  0.225
H -1.27 -0.49 -2.68  0.203
H -1.64 1.93 -3.17  0.211
H -2.90 1.29 -2.11  0.190
H -0.44 2.84 -1.22  0.189
H -2.09 3.49 -1.28  0.216
H -1.48 2.80 1.03  0.221
H -2.81 1.82 0.41  0.190
H 0.14 1.02 0.45  0.232
H -1.12 0.38 1.52  0.209
H 2.20 2.52 3.17  0.241
H 0.67 4.33 2.39  0.247

Entry 2:
Molecular formula: C24H33N3O9
Method: DFT, ωB97M-V/def2-TZVPD

Strongest force on any atom = 3.57 eV/Å
Orbital gap = 9.65 eV
HOMO level = -0.330 hartree
Total energy = -1775.66982 Ha

Each line ends with the natural charge from an NBO analysis.
Cartesian coordinates (Å):
C 4.46 3.60 -5.79  -0.260
O 3.68 2.56 -6.24  -0.494
C 3.62 1.40 -5.51  0.993
O 3.86 1.22 -4.33  -0.626
O 3.07 0.52 -6.36  -0.489
C 2.97 -0.84 -5.95  -0.271
H 5.47 3.20 -5.78  0.171
H 4.36 3.96 -4.76  0.193
H 4.51 4.43 -6.49  0.201
H 2.18 -1.42 -6.43  0.205
H 2.87 -1.02 -4.89  0.199
H 3.83 -1.44 -6.25  0.181
C -4.78 1.31 3.45  -0.258
O -4.32 1.24 2.12  -0.513
C -4.59 0.08 1.40  0.997
O -5.09 -0.91 1.94  -0.658
O -4.38 0.17 0.06  -0.499
C -4.48 -1.01 -0.71  -0.260
H -4.02 1.91 3.95  0.198
H -4.96 0.36 3.96  0.215
H -5.70 1.89 3.39  0.183
H -3.71 -1.08 -1.48  0.205
H -5.46 -1.06 -1.19  0.186
H -4.37 -1.94 -0.15  0.206
C -3.13 4.27 1.52  -0.262
O -2.03 3.37 1.18  -0.487
C -1.10 3.26 2.12  0.985
O -1.11 3.75 3.24  -0.660
O -0.23 2.39 1.64  -0.493
C 0.88 1.99 2.38  -0.255
H -3.71 4.49 0.62  0.204
H -2.69 5.18 1.91  0.194
H -3.74 3.97 2.37  0.192
H 1.21 1.02 1.99  0.198
H 0.71 1.98 3.45  0.201
H 1.66 2.71 2.16  0.183
C -0.52 -5.18 1.91  -0.172
C -1.82 -4.71 2.16  -0.265
C -2.22 -3.53 1.47  0.030
N -1.36 -2.86 0.63  -0.439
C -0.11 -3.37 0.42  0.019
C 0.34 -4.49 1.06  -0.254
H -0.22 -6.15 2.30  0.212
H -2.47 -5.30 2.79  0.222
H -3.21 -3.12 1.58  0.207
H 0.62 -2.88 -0.21  0.218
H 1.34 -4.88 0.89  0.221
C 0.23 -0.07 -0.61  -0.102
C -1.05 0.22 -1.10  -0.250
C -1.23 0.42 -2.46  0.012
N -0.23 0.34 -3.33  -0.431
C 1.05 0.11 -2.83  0.030
C 1.28 -0.09 -1.47  -0.287
H 0.26 -0.19 0.47  0.200
H -1.83 0.31 -0.35  0.223
H -2.22 0.77 -2.71  0.188
H 1.86 0.02 -3.53  0.195
H 2.33 -0.22 -1.22  0.217
C 3.39 -0.47 3.87  -0.166
C 2.26 -1.28 3.89  -0.265
C 1.86 -1.80 2.68  0.020
N 2.51 -1.65 1.49  -0.436
C 3.71 -0.99 1.54  0.039
C 4.14 -0.32 2.71  -0.270
H 3.72 0.12 4.71  0.217
H 1.67 -1.51 4.76  0.230
H 0.90 -2.25 2.48  0.209
H 4.34 -0.93 0.67  0.199
H 4.97 0.37 2.79  0.224

Entry 3:
Molecular formula: C24H33N4O3S2
Method: DFT, ωB97M-V/def2-TZVPD

Strongest force on any atom = 1.48 eV/Å
Orbital gap = 6.43 eV
HOMO level = -0.377 hartree
Total energy = -2175.21325 Ha
Total charge = +1

Each line ends with the natural charge from an NBO analysis.
Cartesian coordinates (Å):
C 3.09 1.73 3.69  -0.603
C 2.02 2.81 3.74  -0.407
C 0.78 2.32 4.50  -0.425
C -0.30 3.39 4.70  -0.240
N -0.72 4.04 3.45  -0.551
C -1.45 5.29 3.69  -0.447
S -1.94 2.98 2.39  2.277
O -2.28 3.91 1.38  -0.866
O -2.87 2.57 3.37  -0.865
C -0.92 1.67 1.78  -0.378
C -0.02 1.97 0.76  -0.196
C 0.83 0.97 0.32  -0.126
C 0.76 -0.30 0.89  -0.057
C 1.83 -1.31 0.59  0.663
O 2.56 -1.66 1.50  -0.574
N 1.98 -1.71 -0.69  -0.458
C 3.09 -2.60 -1.03  -0.233
C 2.58 -3.83 -1.80  -0.240
N 1.25 -4.18 -1.35  -0.457
C 0.53 -4.97 -2.34  -0.408
C 1.25 -4.83 -0.06  -0.418
C 1.05 -1.48 -1.68  0.304
N 1.36 -1.36 -2.91  -0.482
C 0.27 -1.22 -3.72  0.156
C 0.28 -1.08 -5.10  -0.199
C -0.92 -0.94 -5.76  -0.212
C -2.15 -0.93 -5.09  0.003
C -3.42 -0.79 -5.86  -0.628
C -2.17 -1.07 -3.71  -0.219
C -0.97 -1.22 -3.03  -0.227
S -0.70 -1.42 -1.32  0.338
C -0.16 -0.57 1.89  -0.175
C -1.02 0.41 2.34  -0.164
H 2.71 0.84 3.19  0.218
H 3.40 1.45 4.69  0.216
H 3.96 2.08 3.15  0.224
H 1.76 3.08 2.71  0.176
H 2.43 3.70 4.24  0.209
H 0.38 1.45 4.00  0.217
H 1.10 2.01 5.50  0.241
H 0.08 4.16 5.37  0.225
H -1.19 2.94 5.14  0.244
H 0.10 4.23 2.87  0.437
H -2.33 5.06 4.29  0.242
H -0.83 6.01 4.23  0.238
H -1.77 5.72 2.74  0.255
H -0.01 2.96 0.33  0.248
H 1.54 1.18 -0.46  0.241
H 3.81 -2.05 -1.65  0.226
H 3.56 -2.87 -0.09  0.244
H 2.52 -3.58 -2.86  0.221
H 3.30 -4.65 -1.68  0.190
H 0.99 -5.94 -2.53  0.173
H -0.49 -5.14 -1.98  0.203
H 0.47 -4.41 -3.27  0.204
H 0.22 -5.00 0.26  0.203
H 1.77 -5.81 -0.08  0.176
H 1.74 -4.20 0.68  0.199
H 1.22 -1.08 -5.63  0.228
H -0.93 -0.83 -6.84  0.220
H -3.40 0.12 -6.46  0.225
H -3.54 -1.63 -6.54  0.228
H -4.28 -0.75 -5.20  0.216
H -3.10 -1.07 -3.16  0.218
H -0.19 -1.56 2.33  0.252
H -1.75 0.23 3.11  0.256

Entry 4:
Molecular formula: C24H34AsBr2CoN3S
Method: DFT, ωB97M-V/def2-TZVPD

Strongest force on any atom = 1.72 eV/Å
Orbital gap (alpha / beta) = 7.19 / 6.87 eV
Multiplicity = 4
HOMO level (alpha / beta) = -0.451 / -0.456 hartree
Total energy = -10263.46444 Ha
<S²> = 3.766
Total charge = +2

Each line ends with the natural charge from an NBO analysis.
Cartesian coordinates (Å):
Co -0.33 -0.26 -0.01  1.119
Br -2.28 2.20 2.29  0.119
C -2.09 3.08 0.58  -0.501
Br -1.29 1.90 -0.75  0.032
H -1.44 3.95 0.70  0.251
H -3.08 3.36 0.21  0.253
C -3.56 -1.12 0.44  -0.659
C -2.63 -1.74 1.43  0.271
C -3.08 -2.77 2.27  -0.266
C -2.24 -3.28 3.23  -0.095
C -0.97 -2.71 3.41  -0.017
C -0.10 -3.09 4.45  -0.191
C 1.09 -2.44 4.64  -0.187
C 1.48 -1.42 3.76  -0.192
C 0.67 -1.05 2.70  -0.183
S 1.17 0.20 1.62  -0.352
C -0.58 -1.68 2.51  0.108
N -1.39 -1.27 1.51  -0.586
H -4.59 -1.40 0.65  0.249
H -3.31 -1.42 -0.57  0.222
H -3.47 -0.04 0.49  0.231
H -4.08 -3.15 2.17  0.239
H -2.55 -4.08 3.87  0.237
H -0.41 -3.89 5.12  0.229
H 1.73 -2.70 5.46  0.236
H 2.42 -0.91 3.92  0.229
C -2.14 -2.69 -2.43  -0.930
As -0.52 -1.71 -1.97  0.782
C 0.71 -3.22 -2.23  -0.921
C -0.39 -0.60 -3.63  -0.691
C 0.03 -1.30 -4.88  -0.101
C 1.35 -1.72 -5.04  -0.174
C 1.76 -2.32 -6.21  -0.216
C 0.86 -2.52 -7.24  -0.190
C -0.45 -2.09 -7.10  -0.181
C -0.86 -1.50 -5.92  -0.197
H -1.97 -3.22 -3.37  0.253
H -2.98 -2.01 -2.57  0.241
H -2.40 -3.42 -1.66  0.251
H 0.61 -3.60 -3.25  0.257
H 0.40 -4.01 -1.54  0.256
H 1.76 -3.00 -2.04  0.221
H 0.28 0.25 -3.44  0.209
H -1.39 -0.18 -3.74  0.252
H 2.05 -1.58 -4.22  0.162
H 2.79 -2.64 -6.33  0.223
H 1.18 -3.01 -8.15  0.235
H -1.15 -2.22 -7.91  0.235
H -1.89 -1.16 -5.82  0.218
N 4.76 0.95 -1.98  -0.494
C 3.57 1.60 -2.60  -0.251
C 2.37 1.47 -1.65  -0.255
N 2.10 0.08 -1.31  -0.639
C 3.28 -0.54 -0.73  -0.261
C 4.48 -0.47 -1.68  -0.250
H 4.97 1.44 -1.10  0.439
H 5.58 1.05 -2.59  0.452
H 3.36 1.09 -3.55  0.229
H 3.79 2.65 -2.81  0.249
H 1.49 1.90 -2.12  0.240
H 2.56 2.01 -0.72  0.224
H 1.83 -0.42 -2.16  0.369
H 3.05 -1.57 -0.48  0.249
H 3.51 -0.02 0.20  0.238
H 4.26 -0.98 -2.62  0.222
H 5.36 -0.94 -1.23  0.251

Which formula does entry 2 have?
C24H33N3O9